A gas-phase ion, C2H7N4S (charge +1) at a distorted geometry, computed with wB97M-V/def2-TZVPD.

The spin multiplicity is 1. The calculated total energy comes out at -697.1689 Eh. Its net charge is +1. The largest force on an atom is 3.33 eV/Å. The value obtained for the HOMO-LUMO gap (alpha / beta) is 7.709 / 7.703 eV.

Each line ends with the Mulliken charge.
Positions of all 14 atoms, in Å:
S (-1.486, 0.696, -3.155)  -0.155
N (0.075, -1.415, 0.179)  0.206
N (-0.189, 0.721, -0.770)  0.302
N (0.341, 2.066, -0.535)  -0.657
N (-0.998, -1.806, -0.665)  -0.865
C (-0.792, 0.356, -1.859)  0.401
C (0.067, -0.002, 0.464)  -0.402
H (1.011, 0.478, 0.866)  0.372
H (-0.294, 2.805, -0.817)  0.246
H (-0.716, 0.242, 1.153)  0.344
H (-1.947, -1.415, -0.542)  0.260
H (1.231, 2.261, -0.858)  0.258
H (0.052, -1.909, 1.076)  0.343
H (0.879, -1.809, -0.278)  0.346

Forces on the atoms, in the same order (eV/Å):
S -0.5 0.0 -1.4
N -1.7 -0.5 1.3
N 1.8 2.0 0.2
N -3.2 -0.6 0.7
N -0.2 0.3 -3.0
C 0.4 -0.9 2.3
C 1.5 1.6 -0.2
H -0.9 -1.3 -0.3
H -0.3 -0.4 -0.1
H -0.6 -0.2 0.5
H 0.9 0.2 1.5
H 2.2 -0.3 -1.2
H -0.2 -0.1 0.3
H 0.8 0.3 -0.5

---

A molecular structure, C35H45HgN6OS3, computed with wB97M-V/def2-TZVPD.

The spin multiplicity is 2. The calculated total energy comes out at -3112.4503 Eh. Its net charge is 0. The largest force on an atom is 0.66 eV/Å. The value obtained for the HOMO-LUMO gap (alpha / beta) is 6.608 / 6.992 eV.

Each line ends with the Mulliken charge.
Positions of all 91 atoms, in Å:
Hg (0.250, -0.247, 0.967)  1.033
S (2.731, -1.129, 0.506)  -0.410
S (-0.849, -0.113, -2.800)  0.122
S (-0.245, 0.631, 4.000)  -0.298
O (-1.315, -0.353, -1.404)  -0.560
N (-0.059, 2.961, 0.729)  0.501
N (2.930, 1.019, -1.232)  -1.124
N (1.978, -0.793, 4.102)  -0.032
N (1.969, 1.664, -0.512)  1.248
N (2.286, 1.441, 3.744)  -0.064
N (4.112, -0.840, -1.715)  -0.437
C (1.886, 2.822, 3.563)  -0.661
C (-0.078, 4.333, -3.330)  -0.589
C (-2.174, -0.179, -5.215)  -0.463
C (0.355, -3.870, 2.012)  1.970
C (-1.985, -3.096, 0.681)  0.335
C (-2.983, -2.288, 2.861)  -2.180
C (1.658, -4.245, 2.679)  -2.344
C (-1.046, 3.581, 1.357)  -0.905
C (-1.263, 3.915, -2.731)  -0.567
C (-1.515, 2.565, -2.568)  -0.672
C (-3.558, -0.313, -3.238)  0.010
C (3.135, 3.735, -1.135)  -2.022
C (2.022, 2.943, -0.512)  -0.041
C (-4.561, -0.365, -5.425)  -0.422
C (0.259, -4.002, 0.620)  0.469
C (-0.947, -3.657, -1.555)  -2.491
C (0.624, 2.048, -3.571)  -0.138
C (3.393, -1.086, 4.006)  -1.117
C (-4.687, -0.394, -4.044)  -0.825
C (-1.882, -2.946, 2.065)  1.673
C (-2.315, -0.196, -3.834)  0.470
C (-3.269, -2.739, -0.027)  -2.649
C (-0.570, 1.645, -2.999)  0.617
C (3.231, -0.204, -0.878)  -0.038
C (-0.728, -3.371, 2.738)  0.678
C (0.864, 3.405, -3.747)  -0.593
C (0.928, 3.676, 0.185)  1.261
C (-3.305, -0.258, -6.011)  -0.649
C (0.941, 5.067, 0.274)  -0.949
C (-0.097, 5.713, 0.927)  -0.774
C (-1.120, 4.961, 1.478)  -0.670
C (1.432, 0.427, 3.947)  0.239
C (1.406, -4.603, -0.155)  -2.198
C (-0.721, -3.300, 4.247)  -2.398
C (-0.896, -3.592, -0.046)  2.147
H (3.948, -0.613, 4.822)  0.414
H (-3.234, -1.710, -0.393)  0.389
H (-3.441, -3.389, -0.884)  0.527
H (1.805, 3.347, 4.517)  0.286
H (-1.189, -0.100, -5.661)  0.402
H (2.628, 3.319, 2.939)  0.379
H (1.062, -5.077, -1.072)  0.515
H (1.748, -3.823, 3.679)  0.301
H (-1.176, -4.665, -1.916)  0.441
H (-5.665, -0.486, -3.590)  0.408
H (-0.620, -2.272, 4.609)  0.310
H (3.270, 1.235, 3.711)  0.230
H (3.765, 3.072, -1.720)  0.456
H (3.526, -2.161, 4.092)  0.273
H (-5.442, -0.432, -6.049)  0.392
H (1.921, -5.366, 0.428)  0.462
H (-3.615, -1.664, 2.234)  0.409
H (-1.946, 5.422, 2.002)  0.485
H (-3.627, -3.019, 3.362)  0.324
H (-3.208, -0.243, -7.088)  0.388
H (1.315, -1.549, 4.105)  0.015
H (0.064, -3.908, 4.691)  0.457
H (-4.130, -2.843, 0.630)  0.532
H (0.012, -3.365, -1.983)  0.461
H (1.750, 5.637, -0.159)  0.502
H (-2.559, -1.642, 3.630)  0.393
H (-1.666, -3.669, 4.648)  0.511
H (3.747, 4.201, -0.357)  0.368
H (1.774, -5.328, 2.780)  0.427
H (4.601, -1.633, -1.339)  0.241
H (-1.803, 2.939, 1.796)  0.415
H (0.112, 5.391, -3.464)  0.386
H (-1.989, 4.645, -2.395)  0.443
H (-3.624, -0.342, -2.159)  0.223
H (1.794, 3.735, -4.191)  0.427
H (-2.431, 2.221, -2.102)  0.420
H (-1.695, -2.978, -1.954)  0.260
H (0.918, 2.855, 3.068)  -0.031
H (2.752, 4.529, -1.776)  0.408
H (3.802, -0.777, 3.040)  0.314
H (4.612, -0.249, -2.359)  0.239
H (1.367, 1.311, -3.853)  0.362
H (2.503, -3.880, 2.094)  0.316
H (-0.101, 6.793, 1.007)  0.437
H (2.140, -3.838, -0.423)  0.191

Forces on the atoms, in the same order (eV/Å):
Hg 0.1 0.2 -0.1
S -0.2 0.1 0.1
S 0.2 0.0 0.0
S 0.0 0.0 -0.1
O -0.1 0.1 0.1
N 0.0 -0.3 0.0
N 0.2 -0.4 0.0
N 0.0 0.0 -0.1
N -0.1 -0.2 0.2
N -0.1 -0.1 0.1
N 0.0 -0.1 0.0
C 0.0 0.1 0.0
C 0.0 0.0 0.0
C 0.0 0.0 0.0
C 0.0 0.0 0.0
C 0.0 0.0 0.0
C 0.0 0.0 0.0
C 0.0 0.0 0.0
C 0.1 0.0 -0.1
C 0.0 0.0 0.0
C 0.0 0.0 0.1
C 0.0 0.0 0.0
C 0.0 0.0 0.0
C 0.0 -0.1 0.0
C 0.0 0.0 0.0
C 0.0 0.0 0.0
C 0.0 0.0 0.0
C 0.0 0.0 0.0
C 0.0 0.0 0.0
C 0.0 0.0 0.0
C 0.0 0.0 0.0
C 0.0 0.0 0.0
C 0.0 0.0 0.0
C 0.0 0.0 0.0
C -0.2 0.6 -0.1
C 0.0 0.0 0.0
C 0.0 0.0 0.0
C 0.0 -0.1 0.0
C 0.0 0.0 0.0
C 0.0 0.0 0.0
C 0.0 0.0 0.0
C 0.0 0.1 0.0
C 0.1 0.1 0.0
C 0.0 0.0 0.0
C 0.0 0.0 0.0
C 0.0 0.0 0.0
H 0.0 0.0 0.0
H 0.0 0.0 0.0
H 0.0 0.0 0.0
H 0.0 0.0 0.0
H 0.0 0.0 0.0
H 0.0 0.0 0.0
H 0.0 0.0 0.0
H 0.0 0.0 0.0
H 0.0 0.0 0.0
H 0.0 0.0 0.0
H 0.0 0.0 0.0
H 0.0 0.0 -0.1
H 0.0 0.0 0.0
H 0.0 0.0 0.0
H 0.0 0.0 0.0
H 0.0 0.0 0.0
H 0.0 0.0 0.0
H 0.0 0.0 0.0
H 0.0 0.0 0.0
H 0.0 0.0 0.0
H 0.0 0.0 0.0
H 0.0 0.0 0.0
H 0.0 0.0 0.0
H 0.0 0.0 0.0
H 0.0 0.0 0.0
H 0.0 0.0 0.0
H 0.0 0.0 0.0
H 0.0 0.0 0.0
H 0.0 0.0 0.0
H 0.0 0.0 0.0
H 0.0 0.0 0.0
H 0.0 0.0 0.0
H 0.0 0.0 0.0
H 0.0 0.0 0.0
H 0.0 0.0 0.0
H 0.0 0.0 0.0
H 0.0 0.0 0.0
H 0.1 0.0 0.0
H 0.0 0.0 0.0
H 0.0 0.0 0.0
H 0.0 0.0 0.0
H 0.0 0.0 0.0
H 0.0 0.0 0.0
H 0.0 0.0 0.0
H 0.0 0.0 0.0

---

A single C12H21N3 molecule at a distorted geometry, computed with wB97M-V/def2-TZVPD.

The spin multiplicity is 1. The calculated total energy comes out at -634.0349 Eh. Its net charge is 0. The largest force on an atom is 5.47 eV/Å. The SMILES is Cn1cc(CCN)nc1C1CCCCC1. The value obtained for the HOMO-LUMO gap is 9.085 eV.

Each line ends with the Mulliken charge.
Positions of all 36 atoms, in Å:
N (1.261, -0.730, -0.823)  0.232
N (0.130, -1.064, 4.081)  -0.764
N (0.471, -0.328, 1.208)  -0.554
C (1.613, -1.100, 1.397)  0.028
C (-1.463, 2.876, -1.918)  -0.409
C (-1.934, -0.150, -1.536)  -0.676
C (1.254, -1.966, 3.632)  -0.427
C (-2.845, 2.191, -1.869)  -0.858
C (2.041, -1.384, 0.135)  -0.406
C (1.641, -0.660, -2.135)  -0.873
C (-2.828, 0.799, -2.404)  -0.589
C (0.277, -0.086, -0.110)  -0.460
C (-0.892, 0.738, -0.570)  0.239
C (2.255, -1.219, 2.768)  -0.603
C (-0.427, 1.956, -1.440)  -0.552
H (-2.539, 0.748, -3.568)  0.269
H (-3.515, 2.823, -2.422)  0.470
H (-3.858, 0.386, -2.491)  0.361
H (-1.514, 1.153, 0.180)  0.612
H (2.765, -2.036, -0.306)  0.386
H (-2.537, -0.890, -1.006)  0.423
H (2.649, -0.342, 3.132)  0.335
H (2.223, 0.248, -2.280)  0.369
H (-0.789, -1.638, 4.301)  0.267
H (0.366, 2.597, -0.956)  0.350
H (0.132, 1.568, -2.370)  0.107
H (-1.213, -0.766, -2.151)  0.089
H (0.746, -2.821, 3.069)  0.311
H (-1.286, 3.309, -2.980)  0.281
H (1.884, -2.302, 4.498)  0.307
H (0.833, -0.706, -2.906)  0.292
H (2.349, -1.418, -2.397)  0.295
H (3.134, -1.911, 2.554)  0.286
H (-3.237, 2.053, -0.874)  0.296
H (-1.599, 3.641, -1.132)  0.209
H (-0.184, -0.809, 3.136)  0.359

Forces on the atoms, in the same order (eV/Å):
N -1.7 -0.6 4.0
N -1.9 -1.6 -0.9
N -0.4 0.8 -1.0
C -0.5 2.1 -1.4
C -2.5 1.0 -0.1
C 2.2 0.7 -0.3
C -0.5 -0.8 1.7
C 0.3 0.1 -0.9
C 0.5 -0.2 -0.9
C 0.4 1.0 -3.5
C 0.2 -1.9 -3.0
C 0.2 -0.7 2.7
C -0.7 -0.5 -3.5
C -0.8 -4.3 -3.3
C 3.6 -1.2 -1.1
H -0.1 0.3 2.4
H -0.6 0.1 -0.1
H 0.5 0.2 0.5
H 0.1 -0.1 1.5
H 0.7 -0.1 0.4
H 0.1 0.4 0.4
H 0.4 2.2 0.9
H -0.2 0.4 -0.4
H 2.7 0.9 0.1
H -0.6 -1.0 0.0
H -0.8 0.2 1.3
H -1.0 0.6 0.3
H 1.4 0.7 0.7
H -0.1 -0.6 2.0
H -1.1 -0.2 -0.4
H 0.4 0.1 0.9
H 0.3 -0.9 0.1
H -0.9 0.7 0.6
H 0.0 0.6 0.7
H 0.4 0.5 -0.8
H 0.0 1.1 0.3

---

A molecular structure, C32H54ClNO16 at a distorted geometry, computed with wB97M-V/def2-TZVPD.

The spin multiplicity is 1. The calculated total energy comes out at -2969.5975 Eh. Its net charge is 0. The largest force on an atom is 7.58 eV/Å. The value obtained for the HOMO-LUMO gap is 7.881 eV.

Each line ends with the Mulliken charge.
Positions of all 104 atoms, in Å:
Cl (-0.479, -0.561, -0.683)  0.002
O (-0.950, -0.736, -2.019)  -0.582
O (3.776, -1.090, -3.881)  -0.643
O (-1.274, 1.985, -5.640)  -0.618
O (3.181, 1.052, -0.191)  -0.522
O (0.677, -1.453, -0.505)  -0.775
O (0.863, 1.564, 2.531)  -0.564
O (0.404, 0.672, -6.417)  -0.399
O (-1.442, -0.830, 0.400)  0.527
O (0.517, 2.035, 4.594)  -0.356
O (-1.159, 2.366, 3.091)  -0.689
O (3.979, 2.965, 0.424)  -0.374
O (0.075, 1.061, -4.187)  0.090
O (3.104, 2.883, -1.608)  -0.506
O (3.133, 1.104, -3.482)  0.138
O (1.691, -0.486, -3.120)  0.272
O (-0.113, 0.815, -0.519)  -1.725
N (-0.576, -3.974, 1.627)  0.579
C (0.183, -5.264, 1.132)  -1.054
C (1.110, -1.766, -3.253)  -1.272
C (-0.307, 1.295, -5.419)  0.598
C (-0.992, 3.681, 0.526)  -1.304
C (0.011, 3.534, -1.666)  0.324
C (-0.466, -2.294, 3.371)  1.081
C (-0.496, 1.824, -3.103)  -0.290
C (-0.176, 3.032, -0.390)  1.426
C (-4.195, -1.591, 3.978)  -0.761
C (0.406, -3.099, 2.405)  -0.904
C (-3.954, -1.490, 2.566)  -0.694
C (-2.006, -4.044, -0.648)  -0.366
C (-1.424, -3.402, 3.896)  -0.670
C (4.338, 4.320, 0.291)  -0.713
C (3.360, 2.350, -0.552)  0.707
C (-0.039, 2.003, 3.422)  0.751
C (2.962, -0.244, -3.505)  0.468
C (-0.182, 2.386, 5.766)  -0.632
C (-0.744, 4.580, -2.094)  -0.557
C (-2.599, -3.140, -1.665)  -1.291
C (-1.096, -3.233, 0.369)  0.152
C (4.343, 1.676, -3.820)  -1.059
C (0.608, 1.237, 1.166)  0.712
C (-2.116, -0.064, 3.013)  0.280
C (-2.289, -0.190, 4.393)  0.396
C (-1.616, -4.318, 2.719)  -0.762
C (-1.628, 4.910, 0.111)  -1.131
C (-2.931, -0.713, 2.099)  0.047
C (-3.407, -0.889, 4.850)  -0.776
C (1.639, 0.011, -6.140)  -0.047
C (2.360, 0.198, -0.941)  0.129
C (-1.522, 5.308, -1.197)  -0.722
H (0.232, -1.814, 4.058)  0.781
H (0.148, -1.672, -3.757)  0.422
H (-1.144, 3.274, 1.514)  0.843
H (1.427, -1.042, -5.952)  0.170
H (4.670, 4.812, 1.206)  0.265
H (2.178, 0.060, -7.085)  0.367
H (-2.883, -4.482, -0.172)  0.206
H (0.510, 2.233, -0.151)  -0.460
H (-0.659, 3.359, 5.644)  0.332
H (0.306, 0.190, 1.147)  -0.501
H (-1.567, 1.989, -3.217)  0.485
H (0.696, -5.712, 1.983)  0.431
H (5.122, 4.386, -0.463)  0.297
H (-4.690, -2.008, 1.970)  0.485
H (-0.972, 1.663, 5.967)  0.343
H (5.137, 1.273, -3.191)  0.341
H (2.215, 0.387, -5.294)  0.074
H (0.881, -4.809, 0.429)  0.302
H (1.044, -2.498, 1.757)  0.065
H (-1.001, -1.535, 2.800)  -1.312
H (-3.648, -0.870, 5.902)  0.395
H (-1.630, -5.360, 3.040)  0.457
H (1.564, 1.324, 0.649)  -0.757
H (0.760, 3.073, -2.293)  0.323
H (4.201, 2.756, -3.865)  0.203
H (-0.122, 1.873, 0.665)  1.597
H (-1.024, -3.891, 4.784)  0.274
H (-0.231, -2.899, -0.204)  0.414
H (4.579, 1.369, -4.839)  0.418
H (-2.722, -0.725, 1.040)  0.448
H (-2.285, 5.425, 0.797)  0.440
H (0.052, 2.753, -2.943)  0.292
H (-1.901, -2.713, -2.384)  0.111
H (-2.430, -3.016, 4.059)  0.096
H (-1.625, -2.369, 0.771)  -0.236
H (-1.516, -4.800, -1.261)  0.387
H (1.074, -3.821, 2.874)  0.663
H (0.370, 2.438, 6.704)  0.307
H (-1.604, 0.349, 5.031)  -0.082
H (-0.631, 4.978, -3.092)  0.434
H (-1.293, 0.501, 2.601)  0.258
H (-0.592, -5.888, 0.687)  0.396
H (2.264, -0.706, -0.339)  0.137
H (1.652, -2.504, -3.843)  0.332
H (3.455, 4.873, -0.028)  0.285
H (1.038, -2.173, -2.244)  0.224
H (-1.988, 6.222, -1.534)  0.402
H (-3.421, -3.648, -2.171)  0.548
H (-2.549, -4.039, 2.229)  0.367
H (-2.979, -2.215, -1.232)  0.233
H (2.961, -0.100, -1.800)  1.123
H (-5.015, -2.212, 4.309)  0.399
H (1.414, 0.667, -1.211)  -0.397
H (-0.369, 1.313, -2.149)  -0.351

Forces on the atoms, in the same order (eV/Å):
Cl 0.3 -0.8 -0.9
O -1.1 -0.3 1.1
O -1.3 1.8 0.9
O 0.4 -0.2 -1.1
O 1.5 2.5 1.0
O -2.0 0.7 0.5
O 1.1 0.4 2.8
O -0.6 1.0 1.3
O 3.0 2.0 -3.9
O 1.7 -0.5 1.7
O 0.8 0.2 1.9
O 0.5 -0.6 2.4
O 1.0 -1.1 0.0
O -0.5 -0.4 0.6
O -2.1 -1.7 0.3
O 0.7 -0.2 -1.8
O -3.1 -4.4 -5.3
N 1.5 -1.9 -0.1
C -1.1 2.2 0.6
C 0.4 -1.4 -0.6
C -1.2 0.5 -0.1
C -0.7 1.7 -1.1
C 0.9 2.4 2.7
C 1.0 -1.4 -0.9
C -1.1 -1.3 -1.8
C 1.2 3.6 -1.8
C -0.2 0.2 -1.9
C 0.0 -0.2 -0.4
C -1.2 -0.6 2.6
C 0.4 0.0 1.3
C 0.2 1.3 0.0
C -0.5 0.9 -1.2
C 0.3 -0.4 -1.2
C -0.6 0.8 -3.4
C 0.7 -1.0 -1.7
C -1.9 0.6 0.2
C 0.0 1.7 -0.3
C -0.5 1.7 -0.8
C -1.3 -2.9 0.2
C 1.1 -0.4 -1.4
C -0.1 -1.3 4.9
C -0.1 0.1 0.2
C -0.8 0.6 -1.3
C -0.4 0.3 -1.3
C 0.2 -2.2 0.7
C -1.8 -0.2 0.7
C 0.5 0.3 0.7
C -0.2 -0.6 -0.3
C 2.7 -0.3 -0.6
C 0.1 0.0 -0.2
H -0.5 0.1 0.4
H 0.1 0.3 0.4
H 0.0 0.3 -0.2
H 0.0 -0.1 0.1
H 0.0 -0.9 0.3
H 0.2 0.1 0.2
H 0.3 -0.4 0.5
H 0.2 3.6 -2.0
H -0.1 0.0 -0.1
H 0.7 0.4 1.8
H 0.0 0.1 -0.4
H -0.2 -0.1 -0.2
H 0.0 0.3 0.0
H 0.2 0.0 -0.6
H 0.0 0.2 -0.1
H 0.1 0.6 0.2
H -0.5 0.5 -0.8
H 0.1 -0.7 -0.2
H -0.4 0.0 -0.3
H 0.7 -0.8 0.3
H 0.1 -0.2 0.2
H 0.3 -0.1 -0.7
H -0.5 0.2 1.1
H 2.1 2.2 2.7
H 0.2 -0.2 0.7
H -0.2 -1.5 5.0
H 0.0 -0.1 -0.1
H -0.3 -0.6 0.8
H 0.3 -0.1 -0.2
H -1.8 0.8 1.3
H 0.1 0.1 0.1
H -2.3 -2.5 -4.1
H 0.1 -0.7 -0.2
H 0.5 0.1 0.7
H 0.2 -1.6 -0.2
H 0.5 -0.4 0.7
H -0.1 0.1 0.5
H 1.0 -0.2 -0.7
H -0.3 -0.3 0.2
H 0.0 -0.1 -0.3
H -0.4 -0.6 0.1
H 0.5 -0.1 -0.1
H 0.4 1.1 0.0
H 0.7 0.5 -0.2
H 0.1 0.1 -0.3
H -0.3 -0.1 -0.7
H -0.2 0.0 0.0
H 0.1 0.1 -0.2
H -0.2 -0.4 0.1
H -0.5 -0.1 0.3
H -0.1 0.3 1.9
H -0.1 0.1 0.2
H 1.7 -0.3 -0.3
H 0.2 0.1 -1.6